Record 1
54
Properties=species:S:1:pos:R:3:forces:R:3:mulliken_charge:R:1 method="wB97M-V/def2-TZVPD" orbital_gap_ev=9.007 homo_energy_ev=-8.914 e_above_lowest_kcal_mol=71.1 lumo_ev=0.1 fmax_ev_per_a=2.576 smiles=CC(C)NC[C@H](C)N.O.O.O.O.O.O.O.O.O.O
N -2.673 0.189 1.254 0.693 0.135 -0.988 -0.3556
C -1.482 0.924 0.761 0.709 -0.474 0.209 0.8857
C -0.872 1.814 1.874 -1.819 0.505 0.130 -1.5445
C -0.515 -0.176 0.244 1.479 1.021 -0.489 1.5953
N 0.096 -0.036 -1.131 -1.064 0.504 0.832 0.2905
C -1.532 1.240 -2.765 -1.592 -0.461 1.139 -1.2993
C -0.849 -0.037 -2.303 2.049 -1.521 -0.358 0.6917
C -1.878 -1.105 -2.103 -0.524 -1.575 1.513 -1.5254
H -2.607 0.062 2.244 -0.341 0.191 0.470 0.2593
H -3.522 0.615 0.954 -0.613 0.363 0.304 0.2303
H -1.676 1.616 -0.069 -0.552 -0.431 0.374 -0.5608
H -0.684 1.219 2.783 0.347 0.236 -0.346 0.3628
H -0.029 2.420 1.540 -0.031 -0.605 0.248 0.1178
H -1.692 2.552 2.140 0.830 -0.716 -0.121 0.3932
H -0.976 -1.151 0.331 -0.132 0.116 -0.152 -1.6438
H 0.390 -0.202 0.876 -0.525 0.076 -0.011 0.5127
H 0.686 0.793 -1.062 -0.191 -0.249 -0.596 -0.0051
H -0.886 1.927 -3.278 0.091 0.412 -0.205 0.3062
H -1.995 1.658 -1.863 0.506 0.588 -0.201 0.2747
H -2.491 1.014 -3.303 1.255 0.035 -0.327 0.3511
H -0.190 -0.475 -3.141 -0.851 0.968 0.796 -0.0263
H -2.297 -1.261 -3.065 -1.182 -0.156 -0.641 0.5894
H -2.600 -1.017 -1.267 -0.277 1.224 -0.792 0.2706
H -1.551 -2.097 -1.772 1.092 0.135 -0.577 0.3078
H 0.937 -2.288 -3.519 0.001 -0.141 0.125 0.3423
H 2.076 -1.983 -2.547 -0.334 -0.585 -0.705 0.3063
O 1.826 -2.580 -3.287 0.415 0.745 0.538 -0.6233
H 2.768 1.573 -2.992 -0.401 -0.421 0.984 0.2779
H 2.898 2.671 -2.027 0.131 -0.010 0.433 0.3007
O 2.612 1.745 -2.033 0.514 0.495 -1.528 -0.6086
H 3.054 1.331 2.432 -0.180 -0.150 0.237 0.3632
H 2.596 0.756 1.122 -0.086 -0.112 -0.179 0.2390
O 2.415 1.478 1.728 -0.181 1.313 -1.124 -0.6290
H 2.110 -0.405 3.730 -0.083 0.040 0.042 0.3096
H 2.835 -0.826 2.479 -0.325 -0.345 -0.111 0.4188
O 2.957 -0.313 3.286 0.724 -0.576 1.107 -0.7087
H 2.443 -2.650 1.193 -0.818 0.146 0.268 0.2800
H 0.945 -2.078 1.556 0.520 -0.626 0.299 0.3912
O 1.858 -1.877 1.254 1.215 0.408 -0.235 -0.7365
H -1.266 4.332 0.340 0.075 -0.116 -0.389 0.2990
H -1.114 3.889 -1.122 0.100 0.107 0.369 0.3013
O -1.755 4.233 -0.488 -0.318 0.045 0.015 -0.6319
H -0.536 -3.140 3.086 0.530 0.289 0.201 0.2934
H -1.162 -2.319 2.079 0.128 0.300 0.136 0.3390
O -0.394 -2.267 2.684 -0.743 -0.654 -0.033 -0.6758
H 1.424 2.738 -0.872 -0.508 -0.034 -0.814 0.1108
H 1.539 3.074 0.498 -0.810 0.587 -0.056 0.3435
O 0.959 3.327 -0.267 1.536 -0.618 0.887 -0.5173
H -2.274 -2.530 0.575 0.153 -0.046 -0.495 0.2186
H -3.436 -2.891 1.426 0.501 -0.371 0.034 0.3348
O -2.549 -3.222 1.185 -0.838 0.447 0.215 -0.7547
H 1.059 -3.370 -0.453 0.057 -0.269 -0.084 0.2910
H 0.566 -1.948 -0.703 -0.301 -0.673 -0.216 0.1449
O 0.258 -2.888 -0.654 -0.031 0.507 -0.131 -0.4982

Record 2
58
Properties=species:S:1:pos:R:3:forces:R:3:mulliken_charge:R:1 method="wB97M-V/def2-TZVPD" orbital_gap_ev=9.413 homo_energy_ev=-9.442 e_above_lowest_kcal_mol=100.8 lumo_ev=0.0 fmax_ev_per_a=7.435
C 0.398 2.548 -1.141 0.516 1.525 -0.375 -0.6020
N 0.517 1.280 -0.432 -1.411 -0.112 1.654 1.2848
C -0.259 0.966 0.684 -0.583 3.201 -0.962 -0.0511
C -0.928 2.125 1.476 -0.008 -0.060 0.615 -1.1320
O -0.403 -0.146 1.124 0.444 -2.549 0.083 -0.0272
C 1.109 0.191 -1.222 0.687 -0.569 0.689 0.1915
C 1.642 0.813 -2.503 -0.158 2.464 -0.408 -0.7990
C 1.005 2.293 -2.522 0.026 -0.934 -0.627 -0.8337
H -0.610 2.937 -1.291 -0.428 -0.724 0.301 0.2547
H 0.870 3.460 -0.672 0.165 -1.290 0.041 0.2466
H -0.432 3.032 1.069 -1.248 -0.029 0.804 0.4424
H -2.087 2.151 1.720 2.668 -0.137 -1.608 0.1940
H -0.611 1.949 2.517 0.662 0.211 -0.382 0.2584
H 0.310 -0.495 -1.409 -0.428 -0.527 -0.461 -0.2474
H 1.847 -0.425 -0.633 -0.500 0.924 -0.476 -0.0104
H 1.401 0.307 -3.425 -0.582 -0.471 0.020 0.3702
H 2.710 0.999 -2.639 0.186 -0.475 0.901 0.3570
H 1.761 3.044 -2.772 -0.143 -0.229 0.033 0.3340
H 0.204 2.363 -3.279 0.429 -0.125 0.232 0.3063
H -1.484 -4.234 -1.306 -0.203 2.582 1.824 0.3056
H -1.416 -3.262 0.071 0.075 -0.609 -0.822 0.2987
O -1.533 -3.280 -0.908 0.175 -2.026 -0.994 -0.6333
H -1.577 -1.981 2.316 2.278 -0.259 -2.291 0.2725
H -3.140 -1.690 2.139 -1.331 0.458 -2.437 0.2917
O -2.408 -1.864 2.657 -1.112 -0.360 4.823 -0.6996
H -4.545 -0.447 -2.194 -0.696 0.578 -0.032 0.3193
H -3.803 -1.630 -1.629 -0.475 0.437 -2.044 0.3625
O -4.049 -1.194 -2.514 -0.320 -1.420 2.204 -0.7017
H 3.671 -2.595 0.653 -0.916 0.220 0.287 0.3411
H 2.178 -2.399 0.508 -3.859 -1.165 -3.379 0.2229
O 2.858 -2.217 1.049 5.096 1.241 3.224 -0.6351
H -2.152 -1.420 -3.218 0.629 0.516 0.585 0.2721
H -2.311 -0.103 -2.676 -3.292 3.557 0.199 0.2653
O -1.679 -0.725 -2.714 4.023 -3.708 -0.942 -0.5357
H -2.881 -0.526 -0.504 0.482 -0.058 -0.733 0.3741
H -2.400 -0.105 0.870 -1.703 -0.913 -0.851 0.2682
O -3.227 -0.445 0.377 1.317 0.970 1.521 -0.7695
H -3.920 3.086 -0.377 -4.118 2.833 -5.504 0.2130
H -4.000 2.365 0.807 -0.942 -1.157 1.436 0.2552
O -3.395 2.786 0.239 4.530 -1.493 3.590 -0.5066
H 1.788 -1.584 2.666 -0.921 0.186 0.220 0.4116
H 0.306 -1.017 2.716 -0.287 1.071 -0.800 0.2687
O 0.958 -1.510 3.193 1.360 -0.639 0.995 -0.8205
H 1.952 0.665 1.761 0.430 0.305 0.109 0.0653
H 3.275 1.484 1.587 0.157 -0.487 -0.055 0.5069
O 2.339 1.553 1.802 -0.920 0.230 0.678 -0.5819
H 0.618 -2.786 -1.828 3.936 -0.495 1.477 0.3892
H 0.816 -3.328 -0.616 -1.098 -1.197 2.821 0.2366
O 1.494 -3.069 -1.193 -3.078 1.669 -4.319 -0.6869
H 3.800 -0.365 0.724 0.378 0.211 0.001 0.4060
H 3.662 0.802 -0.204 0.182 0.158 -0.209 0.3830
O 4.257 0.466 0.476 -0.017 -0.737 -0.253 -0.8095
H 0.256 -2.818 2.370 0.704 0.480 1.546 0.3682
H 0.475 -4.203 1.682 0.015 -0.114 0.413 0.2183
O 0.196 -3.296 1.557 -0.812 -1.185 -2.418 -0.5339
H 1.769 3.407 1.247 -0.357 -0.143 -0.445 0.4626
H 2.655 3.848 2.231 0.932 0.064 1.255 0.2955
O 2.153 4.239 1.538 -0.535 0.307 -0.749 -0.6972

Record 3
59
Properties=species:S:1:pos:R:3:forces:R:3:mulliken_charge:R:1 method="wB97M-V/def2-TZVPD" orbital_gap_ev=9.345 homo_energy_ev=-9.273 e_above_lowest_kcal_mol=77.1 lumo_ev=0.1 fmax_ev_per_a=1.934
C -1.024 0.290 1.946 -0.828 -0.873 -0.722 -1.3954
C -0.553 0.203 0.487 0.505 0.605 -0.070 0.7295
C 0.362 -1.023 0.194 -0.893 0.471 -0.179 0.8505
C 1.608 -0.550 -0.490 1.235 -0.268 0.097 0.5537
C 2.820 -0.651 0.058 0.049 -0.375 0.341 -1.3222
C 1.461 0.085 -1.843 0.022 -1.199 -0.504 -0.7154
N -1.687 0.298 -0.452 -0.038 -0.523 -0.008 -0.4660
H -2.004 -0.197 1.889 -0.092 -0.053 0.664 0.6285
H -0.430 -0.265 2.668 0.216 -0.032 -0.201 -0.0891
H -1.185 1.288 2.325 0.059 0.074 0.004 0.3039
H 0.058 1.065 0.227 0.271 0.057 0.449 0.1573
H 0.525 -1.668 1.052 0.564 0.561 0.325 -0.0732
H -0.191 -1.697 -0.465 0.124 0.256 -0.404 -0.0063
H 2.976 -0.935 1.090 -0.242 -0.447 0.088 0.2953
H 3.747 -0.565 -0.498 -0.122 0.709 -0.180 0.2982
H 1.418 -0.659 -2.648 -0.342 -0.157 0.244 0.4465
H 2.317 0.674 -2.158 -0.142 0.544 0.419 0.4690
H 0.513 0.608 -1.849 0.171 0.637 -0.334 -0.6096
H -2.569 0.549 -0.027 0.080 0.109 0.163 0.2472
H -1.481 0.950 -1.198 -0.217 0.060 -0.011 0.1794
H -2.589 3.539 -0.822 -0.131 0.005 -0.570 0.3187
H -1.693 4.419 -0.089 0.289 0.336 -0.749 0.4059
O -2.058 4.328 -0.995 -0.324 -0.224 0.874 -0.7348
H 1.962 1.081 2.744 0.953 0.016 0.090 0.3216
H 2.686 2.501 2.315 0.518 -0.660 0.370 0.2807
O 1.889 1.985 2.421 -1.607 0.624 -0.521 -0.5645
H 2.632 2.591 -0.242 0.032 -0.026 -0.077 0.3146
H 1.532 3.578 0.063 0.015 0.185 -0.151 0.3467
O 2.292 3.452 -0.519 0.067 -0.333 0.261 -0.7073
H 0.961 -0.423 4.204 -0.058 -0.171 0.157 0.3460
H 1.582 -1.715 3.598 -0.110 0.231 0.346 0.4065
O 1.781 -0.921 4.149 0.183 0.282 -0.402 -0.7062
H -1.821 2.097 -4.167 -0.015 -0.170 -0.051 0.2650
H -0.654 2.592 -3.322 0.261 -0.266 -0.041 0.3744
O -1.086 1.763 -3.642 -0.248 0.648 0.191 -0.5979
H -1.536 3.031 1.611 0.247 -0.120 0.276 0.2970
H -0.020 2.730 1.368 -0.112 -0.052 0.442 0.1425
O -0.807 3.156 0.999 0.182 0.509 -0.128 -0.5773
H -0.542 3.828 -1.815 0.851 -0.069 0.646 0.4001
H 1.093 3.462 -2.214 -0.343 -0.075 1.167 0.3247
O 0.229 3.828 -2.416 -0.666 0.366 -1.778 -0.7360
H -3.526 -2.525 1.959 0.074 -0.014 -0.414 0.3147
H -4.039 -1.631 0.786 0.168 -0.349 0.013 0.3143
O -4.089 -1.775 1.736 -0.209 0.356 0.307 -0.6613
H 1.341 -3.393 1.961 -0.154 -0.018 0.099 0.3489
H 0.092 -3.332 2.844 0.002 0.028 -0.082 0.3820
O 1.045 -3.173 2.861 0.055 -0.201 -0.027 -0.7216
H -0.470 -3.953 -2.855 -0.065 0.266 -0.254 0.2851
H -0.547 -2.445 -2.420 -0.139 -0.226 -0.579 0.3515
O -0.572 -3.366 -2.103 0.274 -0.195 0.737 -0.6219
H -1.348 -2.419 0.920 -0.110 -0.188 -0.013 0.2725
H -1.053 -3.907 0.761 -0.198 0.155 0.004 0.3245
O -1.540 -3.280 1.315 0.104 -0.124 0.066 -0.7926
H -1.633 -0.788 -4.018 0.041 -0.260 -0.234 0.2458
H -0.699 -0.182 -3.059 0.229 0.169 -0.263 0.3219
O -0.743 -0.924 -3.674 -0.391 -0.387 0.303 -0.7105
H 2.483 -4.031 -0.002 0.069 0.172 0.487 0.2403
H 1.201 -3.878 -0.712 -0.629 0.442 0.262 0.2432
O 1.588 -3.702 0.164 0.518 -0.820 -0.945 -0.5389